No. 1
{"formula": "C15H37N5O7Sr", "method": "wB97M-V/def2-TZVPD", "species": ["Sr", "O", "O", "O", "O", "O", "O", "O", "N", "N", "N", "N", "N", "C", "C", "C", "C", "C", "C", "C", "C", "C", "C", "C", "C", "C", "C", "C", "H", "H", "H", "H", "H", "H", "H", "H", "H", "H", "H", "H", "H", "H", "H", "H", "H", "H", "H", "H", "H", "H", "H", "H", "H", "H", "H", "H", "H", "H", "H", "H", "H", "H", "H", "H", "H"], "positions_angstrom": [[20.0360, 12.7030, 27.9427], [21.9291, 12.0392, 26.5895], [21.1532, 11.4380, 30.0063], [21.5693, 14.3139, 29.2257], [19.7527, 15.1925, 26.8464], [18.7385, 10.4564, 28.1374], [18.5166, 13.3436, 29.7448], [18.1195, 12.6450, 26.0044], [23.1842, 15.8965, 29.4758], [20.8104, 16.0398, 25.0300], [22.1377, 10.1029, 31.5778], [17.9762, 11.1708, 24.2603], [17.1162, 9.1219, 28.8213], [19.2342, 10.4679, 24.6280], [23.5363, 10.4980, 31.2374], [16.5367, 9.9726, 29.9070], [24.5252, 16.2470, 29.9958], [21.2472, 14.8194, 24.5156], [17.5334, 12.1645, 25.0217], [21.0946, 17.1723, 24.1524], [20.1167, 16.1476, 26.1329], [17.3419, 10.7449, 23.0440], [22.6703, 14.6627, 29.6965], [21.0953, 10.5478, 30.8171], [16.4434, 7.8665, 28.7674], [18.0524, 9.4636, 27.9732], [22.0128, 9.2163, 32.6835], [22.4326, 16.9495, 28.7682], [24.2418, 10.7117, 32.0403], [16.7825, 9.5009, 30.8584], [23.4608, 11.3400, 30.5494], [15.3830, 8.0162, 28.5641], [24.3273, 16.9900, 30.7684], [20.9782, 8.8977, 32.8111], [19.0067, 9.4623, 24.9817], [22.5409, 11.3756, 26.2154], [16.5859, 7.3560, 29.7198], [25.1493, 15.4103, 30.3098], [22.8987, 17.2712, 27.8369], [24.0812, 9.6869, 30.7546], [22.3726, 9.5711, 33.6493], [17.2050, 9.6685, 23.1477], [18.5267, 13.9757, 30.4898], [22.1014, 17.1009, 23.7408], [20.9329, 13.9420, 25.0808], [23.3781, 14.0091, 30.2292], [19.8532, 10.3598, 23.7374], [21.4193, 16.6872, 28.4638], [19.7480, 10.8844, 25.4944], [20.8289, 14.5670, 23.5412], [22.3166, 14.9509, 24.3508], [19.9949, 17.2069, 26.4072], [22.5809, 8.2966, 32.5438], [16.3632, 11.1940, 22.8754], [18.0319, 10.9936, 22.2376], [20.3370, 16.9778, 23.3932], [16.8673, 11.0095, 29.8470], [18.1392, 8.7095, 27.1757], [16.8279, 7.2542, 27.9516], [15.4551, 9.9944, 29.7735], [22.2970, 17.8117, 29.4211], [16.6311, 12.6904, 24.6730], [20.8475, 18.1273, 24.6161], [20.1534, 10.0439, 31.0840], [25.0200, 16.7407, 29.1594]], "atomic_forces_ev_per_a": [[-0.36, 0.45, 0.64], [0.04, -0.60, -0.38], [0.40, -0.27, -0.42], [2.32, 0.50, 1.36], [0.36, 1.62, -1.02], [0.39, -0.02, -0.98], [0.06, 0.20, 0.35], [-0.60, -0.92, -0.91], [0.18, -0.45, 0.07], [0.49, 1.37, -0.53], [2.07, 0.71, -0.07], [0.98, -0.38, 0.95], [-2.31, 0.22, 1.82], [-0.82, -0.34, 0.08], [-0.61, -0.11, -0.64], [0.69, 0.00, -0.91], [-1.35, 0.90, -0.98], [0.43, -1.89, -1.03], [0.87, 1.97, 1.26], [-1.44, -0.76, 0.10], [-0.60, -1.33, 2.41], [0.21, -0.32, 0.25], [-2.04, 0.09, -2.10], [-0.04, 0.13, 0.89], [-0.16, -0.52, -0.60], [0.87, 0.68, 0.40], [-0.51, -1.28, 0.35], [-0.17, -0.04, 0.25], [-0.84, 0.45, 0.72], [-0.03, 0.25, 0.11], [0.17, -0.09, 0.06], [-0.17, -0.10, 0.22], [0.67, -0.08, 0.33], [-0.10, 0.17, -0.01], [-0.32, -0.31, -0.29], [-0.57, 0.70, 0.39], [-0.18, -0.25, -0.05], [-0.50, -0.06, 0.13], [0.54, -0.06, 0.12], [-0.43, -0.30, -0.50], [-0.08, 0.72, -0.09], [-0.04, -0.13, -0.54], [0.01, -0.58, -0.75], [-0.07, 0.21, 0.15], [0.75, 0.28, 0.68], [-0.36, -0.13, 0.11], [0.20, 0.28, 0.17], [0.17, -0.84, 0.44], [0.11, 0.69, -0.54], [-0.26, 0.56, -0.49], [0.22, -0.85, 0.24], [-0.50, -0.05, 0.25], [0.14, -0.19, -0.37], [0.17, 0.21, 0.17], [-0.28, -0.27, -0.40], [0.40, 0.72, -0.87], [0.54, -0.08, 0.06], [0.44, 0.20, -0.29], [0.16, -0.10, 0.11], [-0.06, -0.25, 0.02], [0.31, 0.15, 0.08], [-0.19, -0.47, -0.19], [0.35, -0.08, 0.11], [-0.09, -0.01, -0.05], [0.36, 0.09, 0.16]], "nbo_charge": [1.864, -1.389, -0.616, -0.658, -0.665, -0.670, -1.385, -0.670, -0.421, -0.404, -0.438, -0.417, -0.406, -0.433, -0.432, -0.432, -0.407, -0.429, 0.532, -0.407, 0.534, -0.400, 0.550, 0.559, -0.400, 0.546, -0.400, -0.431, 0.199, 0.193, 0.243, 0.193, 0.195, 0.208, 0.183, 0.434, 0.197, 0.218, 0.193, 0.193, 0.195, 0.197, 0.429, 0.207, 0.281, 0.121, 0.200, 0.258, 0.279, 0.180, 0.195, 0.107, 0.185, 0.214, 0.197, 0.199, 0.290, 0.104, 0.202, 0.192, 0.194, 0.121, 0.211, 0.115, 0.199], "charge": 0, "relative_energy_kcal_mol": 40.5, "orbital_gap_ev": 6.619}

No. 2
{"formula": "C15H38N2NaO5", "method": "wB97M-V/def2-TZVPD", "species": ["Na", "O", "O", "O", "O", "O", "N", "N", "C", "C", "C", "C", "C", "C", "C", "C", "C", "C", "C", "C", "C", "C", "C", "H", "H", "H", "H", "H", "H", "H", "H", "H", "H", "H", "H", "H", "H", "H", "H", "H", "H", "H", "H", "H", "H", "H", "H", "H", "H", "H", "H", "H", "H", "H", "H", "H", "H", "H", "H", "H", "H"], "positions_angstrom": [[0.4743, 0.0396, -0.4344], [-0.0846, -1.8446, 1.1612], [-0.9265, -0.9086, -2.4288], [2.5620, 0.0345, 0.9903], [0.9875, 1.3028, -3.0536], [-0.4867, 0.5732, 2.3360], [1.3402, 2.5227, -0.1185], [-1.9131, 0.5221, -0.2182], [-1.0277, -2.8705, 1.1301], [-1.8131, 1.2470, 2.1474], [-0.8689, -2.3312, -2.8249], [-0.1801, 0.3683, 3.7035], [-0.2931, -4.0987, 0.5127], [-1.5590, -3.1516, 2.5902], [2.0440, 2.3578, 1.1521], [3.1866, -1.0418, 1.7755], [-2.2984, -0.4270, -2.3985], [3.1812, 1.2898, 1.2071], [0.3399, 1.1730, -4.3237], [-2.1296, 1.5883, 0.7054], [1.3660, 2.5964, -2.6248], [-2.3037, 0.8820, -1.5759], [2.1753, 2.7559, -1.3023], [-3.1998, 1.7900, 0.7522], [2.9895, -2.0045, 1.3038], [2.9177, 1.9622, -1.3863], [-0.2330, -1.2597, 1.9079], [-1.6825, 1.6350, -2.0607], [-2.0829, -2.3020, 3.0283], [2.4002, 3.3630, 1.3774], [-2.6234, -0.2689, -3.4268], [-0.8474, -2.3283, -3.9147], [-0.6671, 0.7558, -4.3367], [-1.7928, 2.2316, 2.6145], [-0.7591, -3.5656, 3.2040], [3.7070, 1.3608, 2.1592], [4.2554, -0.9390, 1.5882], [0.7262, 3.3185, -0.0199], [0.9427, 0.4947, -4.9275], [0.8612, 0.1105, 3.8964], [-1.1061, -4.7689, 0.2334], [-1.6769, -2.9928, -2.5126], [0.3962, 3.0941, -2.6231], [2.6955, 3.7136, -1.3184], [4.0622, 1.3932, 0.5736], [-2.3347, -3.9171, 2.5731], [-1.8024, -2.3994, 0.5251], [2.9713, -0.9058, 2.8354], [0.0440, -2.8273, -2.4954], [1.2777, 2.1489, 1.8986], [0.2553, -4.4771, 1.3753], [-0.7566, -0.5428, 3.8638], [-3.2941, 1.3246, -1.6822], [-2.5516, 0.5679, 2.5735], [0.3116, 2.1291, -4.8463], [-2.4696, -0.2988, -0.0269], [0.3789, -3.7387, -0.2663], [1.9040, 3.0636, -3.4496], [-1.5937, 2.4847, 0.3934], [-0.4214, 1.1493, 4.4246], [-2.9740, -1.1336, -1.9164]], "atomic_forces_ev_per_a": [[-0.33, -1.09, -0.02], [2.05, 1.17, 0.09], [-0.97, -1.68, 0.79], [-0.21, -0.25, 0.44], [0.56, -1.21, 1.96], [-0.56, 2.63, -1.31], [2.85, 2.12, 0.16], [0.77, 0.23, -1.27], [-0.31, -0.55, 1.02], [1.62, -0.58, 0.14], [0.40, 0.72, -0.89], [-0.59, -1.43, 0.49], [-1.64, 1.43, 1.35], [-0.19, -0.54, -1.59], [0.38, -1.59, -0.03], [0.94, 0.78, -1.26], [1.25, 0.81, 0.03], [-0.40, 0.03, 0.10], [0.72, 0.36, -0.94], [-0.56, -0.65, 0.99], [-1.36, 0.95, -1.57], [-0.33, -0.98, -1.36], [-1.06, -3.03, -2.22], [-0.21, 0.77, -0.07], [-0.87, 0.18, 0.45], [0.28, 0.07, 0.49], [-0.16, 0.19, -0.05], [0.64, -0.08, 0.28], [0.43, 0.30, 0.09], [0.35, 0.47, 0.07], [-0.23, 0.08, -0.01], [-0.08, -0.21, -0.08], [0.03, 0.12, 0.87], [-0.11, -0.29, 0.78], [0.07, 0.41, 0.15], [-0.67, -0.01, 0.66], [0.26, 0.12, 0.44], [-1.38, -0.19, -0.08], [0.09, 0.03, 0.05], [0.19, 0.11, -0.67], [0.61, -0.44, -0.46], [-0.40, 0.61, 0.38], [0.07, 1.00, 0.70], [-0.31, 0.39, 0.38], [-0.37, 0.47, -0.90], [0.02, -0.19, -0.22], [-0.77, -0.98, -0.35], [-0.22, -0.38, -0.16], [0.17, 0.60, 0.24], [0.01, -0.23, 0.18], [0.28, -0.45, -0.42], [0.01, -0.01, 1.37], [-0.46, -0.09, 0.43], [-0.16, 0.22, 0.12], [0.02, 0.14, 0.06], [0.02, -0.14, 0.70], [-0.24, -0.45, -0.14], [0.47, 0.25, 0.19], [-0.01, 0.04, -0.16], [-0.42, 0.26, -0.39], [0.05, -0.29, -0.02]], "nbo_charge": [0.889, -0.794, -0.596, -0.583, -0.540, -0.610, -0.177, -0.665, 0.120, -0.071, -0.271, -0.281, -0.618, -0.656, -0.300, -0.254, -0.069, -0.102, -0.263, -0.237, -0.072, -0.251, -0.323, 0.213, 0.233, 0.253, 0.492, 0.189, 0.203, 0.293, 0.201, 0.195, 0.207, 0.201, 0.225, 0.230, 0.191, 0.413, 0.217, 0.198, 0.228, 0.199, 0.191, 0.300, 0.212, 0.240, 0.138, 0.199, 0.201, 0.280, 0.220, 0.190, 0.204, 0.201, 0.193, 0.382, 0.210, 0.221, 0.172, 0.206, 0.185], "spin_multiplicity": 2, "charge": 2, "orbital_gap_ev": [9.656, 3.838], "s_squared": 0.75}

What are the energy values for these records? In order: -38774.9822; -33786.4947 eV.